# 1
# C4H10OS

C4H10OS in the gas phase at a distorted geometry (wB97M-V/def2-TZVPD, the OMol25 dataset).

XYZ file:
```
16
Properties=species:S:1:pos:R:3:forces:R:3:lowdin_charge:R:1
C 1.9352 -1.2064 0.2912 1.3 -2.2 -2.2 -0.143
C 0.3685 0.5117 0.2521 -0.8 1.9 1.4 -0.729
C 0.2561 2.0519 -0.0166 -0.1 -0.6 1.2 -0.085
C -2.2685 -0.4284 0.5187 0.4 0.8 1.8 -0.436
H 1.0917 -1.9475 0.0785 0.9 1.2 0.6 0.057
H 2.8345 -1.6835 -0.3572 -1.9 1.6 1.5 0.129
H 2.2311 -1.2137 1.3478 -0.2 0.2 -0.2 0.078
H 0.2489 0.4650 1.4021 0.2 -0.6 -1.5 0.138
H 1.0769 2.4460 0.6262 -0.5 0.2 -0.7 0.082
H 0.4111 2.3062 -1.0712 -0.1 -0.1 0.3 0.075
H -0.7187 2.4618 0.4031 1.1 -0.6 -0.8 0.088
H -2.5995 0.6282 0.5971 0.3 -0.6 0.6 0.040
H -2.0666 -0.9653 1.5005 -0.2 1.1 -1.0 0.066
H -3.1145 -0.8993 0.0974 -0.7 -0.8 -0.8 0.006
O 1.6211 0.1040 -0.1939 0.3 -1.0 0.5 -0.233
S -0.8820 -0.5002 -0.5841 0.0 -0.3 -0.8 0.865
```
Forces are in eV/Å.

As for the relative energy (zero: lowest compared OMol25 entry of this formula, charge and spin): 1.164 eV. The value obtained for the LUMO energy is 0.91 eV. Its spin multiplicity is 1. Its structure (SMILES) is CO[C@@H](C)SC. The total energy is -17191.6612 eV.



# 2
# C3H10N4O2

C3H10N4O2 in the gas phase at a distorted geometry (wB97M-V/def2-TZVPD, the OMol25 dataset).

XYZ file:
```
19
Properties=species:S:1:pos:R:3:forces:R:3:lowdin_charge:R:1
C -1.3058 -0.4868 -1.2447 0.2 0.2 0.1 -0.072
C -0.3585 0.3981 0.9237 0.8 0.5 -0.4 -0.579
N -1.1460 1.5516 0.8368 0.8 -0.4 0.3 0.147
N -0.5042 -0.2525 2.1528 0.0 0.1 0.2 0.139
N -0.3245 -0.5373 -0.1864 0.7 0.0 0.0 -0.035
H -1.1139 1.9956 -0.0696 -0.6 0.1 0.4 0.095
H -1.9396 1.5678 1.4592 -0.1 0.3 -0.6 0.098
H 0.1034 -1.0650 2.1736 -0.1 0.1 0.0 0.096
H -0.2938 0.3687 2.9240 0.1 0.0 0.0 0.094
H -1.0721 -1.2782 -1.9539 -0.1 0.0 -0.1 0.087
H -1.3232 0.4658 -1.7926 -0.1 -0.1 0.0 0.075
H -2.2851 -0.6713 -0.8062 0.0 0.0 -0.1 0.088
C 1.0819 -0.1835 -0.4267 -0.4 -0.5 -0.3 -0.695
N 1.9213 -1.3215 -0.1908 0.2 0.1 0.0 0.133
O 1.3291 0.3934 -1.6871 0.1 0.0 -0.1 0.040
O 1.1518 0.7571 0.5907 -1.3 -0.2 0.3 0.013
H 1.4246 1.3441 -1.5540 -0.1 -0.1 0.1 0.105
H 1.7628 -2.0142 -0.9130 0.0 0.0 0.0 0.085
H 2.8920 -1.0319 -0.2361 0.0 0.0 -0.1 0.087
```
Forces are in eV/Å.

As for the relative energy (zero: lowest compared OMol25 entry of this formula, charge and spin): 1.238 eV. The value obtained for the LUMO energy is 0.83 eV. Its spin multiplicity is 1. Its structure (SMILES) is CN1C(N)(N)O[C@]1(N)O. The total energy is -13328.4498 eV.



# 3
# C3H2O2Tl

C3H2O2Tl as an isolated structure at a distorted geometry (wB97M-V/def2-TZVPD, the OMol25 dataset).

XYZ file:
```
8
Properties=species:S:1:pos:R:3:forces:R:3:lowdin_charge:R:1
H 1.2091 -0.3794 0.8494 -1.6 0.3 0.8 0.066
O -0.5553 -0.7954 -0.6234 1.3 -1.5 0.6 -0.070
O -0.3430 1.2697 -0.7581 0.4 1.1 1.0 -0.060
C -0.7182 -0.2624 0.7056 -0.9 -1.5 -0.2 -0.067
C -1.0082 1.0929 0.4644 1.6 0.9 -1.7 0.164
C 0.1248 0.1033 -1.2732 -2.0 0.9 -0.6 -0.279
H -1.3927 -0.8846 1.2976 0.8 -0.1 0.3 0.144
Tl 2.6834 -0.1442 -0.6624 0.3 0.0 -0.2 1.102
```
Forces are in eV/Å.

As for the relative energy (zero: lowest compared OMol25 entry of this formula, charge and spin): 7.448 eV. The total charge is +1. The value obtained for the LUMO energy (spin up / spin down) is -7.61 / -7.78 eV. Its spin multiplicity is 1. The total energy is -11915.8397 eV.



# 4
# C26H40BN12O2Ru

C26H40BN12O2Ru as an isolated structure at a distorted geometry (wB97M-V/def2-TZVPD, the OMol25 dataset).

XYZ file:
```
82
Properties=species:S:1:pos:R:3:forces:R:3:lowdin_charge:R:1
Ru -0.5664 -0.6008 1.0433 -0.5 -1.2 -1.2 1.323
B -3.2125 -0.1164 3.7655 1.1 -0.1 -1.0 -0.359
N -2.0053 -1.0931 3.5996 0.9 1.0 0.1 -0.066
C -1.5135 -1.8315 4.6298 1.0 -0.4 0.2 -0.079
C -0.1211 -1.7367 4.6750 0.0 -0.3 0.9 -0.043
C 0.2167 -0.8022 3.6912 -1.4 -0.2 -0.9 -0.109
N -0.9267 -0.5101 2.9443 1.4 0.8 4.6 -0.208
N -3.4720 0.5972 2.4499 -0.4 -1.5 -1.1 0.004
C -4.3654 1.5839 2.0286 0.1 -0.3 0.0 -0.001
C -4.6191 1.3811 0.7019 -0.9 1.7 1.0 -0.009
C -3.8412 0.2915 0.3233 1.4 -1.3 0.2 -0.085
N -3.1004 -0.1533 1.3558 -1.1 0.1 -1.4 0.014
H -3.0500 0.7184 4.6368 -0.2 -0.1 0.3 0.139
H -4.1149 -0.8596 4.0971 -0.8 0.3 0.2 0.158
H -2.1385 -2.4497 5.2571 -0.2 0.2 0.0 0.138
H 0.5633 -2.2708 5.3840 -0.9 0.8 -0.8 0.134
H 1.1782 -0.3161 3.4590 -0.7 -0.5 0.0 0.109
H -4.7171 2.3229 2.7267 -0.2 0.0 0.0 0.140
H -5.2861 1.9647 0.0812 0.1 -0.1 0.1 0.127
H -3.8303 -0.1547 -0.6928 0.3 0.2 1.0 0.138
N -0.1880 -2.6487 0.8515 1.7 -2.5 -1.8 -0.116
C -0.6217 -3.8047 1.6631 0.5 -0.5 1.0 -0.220
C -1.5787 -4.7380 0.8893 -0.5 0.0 0.8 -0.168
C -2.9357 -4.1251 0.4436 1.1 0.7 0.6 -0.221
N -2.7999 -3.1064 -0.6402 0.2 -1.3 0.4 -0.002
H -0.6337 -2.8670 -0.0402 0.0 0.4 -0.2 0.023
H 0.8237 -2.8043 0.6179 -0.9 0.5 0.3 0.081
H -1.0136 -3.3819 2.6063 -0.4 -0.6 -0.5 0.085
H 0.3036 -4.3498 1.9714 -0.8 0.1 -0.2 0.133
H -1.8206 -5.5563 1.5866 0.1 0.1 -0.2 0.120
H -1.0894 -5.2207 0.0314 0.1 0.3 0.1 0.121
H -3.3871 -3.6235 1.3116 -0.1 -0.4 -0.1 0.113
H -3.5672 -4.9366 0.1131 -0.3 -0.1 0.0 0.111
H -3.0688 -2.2126 -0.2727 -0.3 0.3 -0.1 0.016
H -3.4396 -3.4003 -1.3631 -0.1 0.5 -0.3 0.086
O -1.5981 5.7437 -1.7372 0.1 -0.1 0.7 -0.044
C -1.2290 5.6119 -0.3689 0.6 0.5 0.0 -0.198
C -1.0974 4.1705 0.0169 -0.4 -1.1 -0.6 -0.140
C -1.0447 3.7353 1.3635 0.1 1.0 -1.2 0.009
C -0.8650 2.4016 1.6298 0.0 -0.8 1.8 -0.128
N -0.7260 1.4439 0.6922 -0.2 3.5 -0.8 -0.064
C -0.8377 1.8608 -0.5922 0.5 0.3 0.4 -0.220
C -1.0535 3.1802 -0.9803 0.1 0.4 0.3 0.073
C -0.6156 0.8329 -1.5882 0.1 -1.9 -1.5 -0.197
C -0.4031 1.1260 -2.9499 0.4 0.6 1.4 0.057
C -0.1963 0.0986 -3.8515 1.0 0.4 0.3 -0.168
C 0.2834 0.5023 -5.2201 -1.3 -0.6 -1.6 -0.213
O 1.2013 1.5749 -5.2711 0.9 -0.7 0.2 -0.045
C -0.3225 -1.2183 -3.3963 0.1 -0.3 -1.5 0.013
C -0.6803 -1.4413 -2.0877 0.1 -0.3 0.8 -0.125
N -0.6804 -0.4684 -1.1403 -1.1 1.0 -2.5 -0.019
H -1.5882 6.6854 -1.9541 0.0 -0.2 0.0 0.109
H -1.9271 6.1171 0.3140 0.0 -0.1 -0.2 0.138
H -0.2277 6.0703 -0.1971 -0.5 -0.1 0.0 0.151
H -1.1218 4.5157 2.1149 0.0 -0.5 0.3 0.130
H -0.8292 2.0284 2.6963 0.0 0.5 -1.3 0.127
H -1.1350 3.4180 -2.0554 -0.1 0.1 1.0 0.130
H -0.2056 2.1770 -3.2376 -0.3 -0.9 0.0 0.135
H -0.6127 0.8508 -5.8037 0.5 -0.4 0.5 0.151
H 0.6273 -0.4107 -5.7348 0.1 0.4 0.1 0.133
H 2.0446 1.2412 -5.6436 -0.7 0.4 0.4 0.115
H -0.1285 -2.0923 -4.0821 -0.5 1.1 0.8 0.148
H -1.0420 -2.4504 -1.7990 0.7 0.8 0.0 0.087
C 4.8271 0.7254 -2.5430 -0.6 0.2 0.3 -0.076
C 5.7310 0.5668 -1.3315 0.3 -1.1 0.0 -0.404
C 6.4233 -0.8160 -1.3357 -0.5 -0.9 0.6 -0.080
C 5.1072 0.8463 0.0411 0.4 1.3 -0.3 -0.101
N 3.8426 0.1910 0.3126 -0.7 0.5 0.5 -0.087
C 2.6548 0.6785 0.7781 1.0 -2.0 -1.5 -0.070
N 1.7939 -0.3148 0.6612 0.3 0.1 1.0 -0.065
N 2.4654 -1.4060 0.2607 1.3 0.7 -0.5 0.000
N 3.7241 -1.0827 0.0384 -2.0 -0.8 0.1 0.107
H 5.4343 0.5966 -3.4220 0.2 0.0 -0.4 0.079
H 4.3453 1.7169 -2.6227 0.2 -0.4 0.2 0.087
H 4.0640 -0.0564 -2.5755 -0.1 0.1 0.0 0.070
H 6.5051 1.3205 -1.4427 0.2 0.2 0.3 0.137
H 5.7066 -1.6710 -1.4574 0.5 0.9 0.1 0.079
H 6.9525 -1.0027 -0.3781 -0.2 0.2 -0.5 0.086
H 7.1504 -0.9274 -2.1270 0.2 0.2 -0.3 0.075
H 4.9164 1.9239 0.0700 -0.1 -0.1 0.3 0.135
H 5.8119 0.5837 0.8245 0.0 0.0 0.1 0.133
H 2.4938 1.6335 1.1855 -0.2 1.0 0.1 0.124
```
Forces are in eV/Å.

As for the relative energy (zero: lowest compared OMol25 entry of this formula, charge and spin): 0.869 eV. The total charge is +2. The value obtained for the LUMO energy (spin up / spin down) is -5.64 / -9.37 eV. Its spin multiplicity is 6. Its expectation value of S² is 8.783. The total energy is -52826.6252 eV.